Entry 1:
{"formula": "C7H18N2SSi", "method": "ωB97M-V/def2-TZVPD", "species": ["C", "C", "C", "C", "C", "C", "C", "N", "N", "Si", "S", "H", "H", "H", "H", "H", "H", "H", "H", "H", "H", "H", "H", "H", "H", "H", "H", "H", "H"], "positions_angstrom": [[-3.0359, 0.8367, 1.2191], [-1.2289, 2.1838, -0.1315], [-1.0894, 1.8269, 2.4067], [1.0273, -2.4311, -2.6015], [2.7948, -2.2718, 0.1043], [2.2779, 0.3631, -1.5474], [-1.5698, 1.1282, 1.0469], [-0.6958, -0.0618, 0.8444], [-0.9884, -0.9648, -0.1873], [1.6863, -1.3482, -1.2349], [-1.2545, -1.6535, 1.3362], [-3.1537, 0.1887, 2.1181], [-3.6378, 1.7002, 1.2203], [-3.4746, 0.2201, 0.3877], [-1.8762, 3.1387, -0.0489], [-0.0863, 2.5188, -0.0118], [-1.2690, 1.7455, -1.0904], [-1.8752, 2.3410, 2.7914], [-0.9496, 1.0631, 3.1771], [-0.0701, 2.3985, 2.2815], [1.8152, -2.7660, -3.3284], [0.6514, -3.3882, -2.0496], [0.1559, -1.8822, -2.9808], [3.7315, -2.5821, -0.3058], [3.1221, -1.4347, 0.7312], [2.1538, -2.9963, 0.6648], [3.3676, 0.4447, -1.7422], [1.6107, 0.7457, -2.3391], [1.8606, 0.9367, -0.7301]], "forces_ev_per_angstrom": [[-0.3, -2.6, -0.9], [1.5, 1.1, 2.5], [3.5, -2.1, -2.1], [0.1, -1.5, 1.1], [-2.0, 1.7, -0.4], [-1.0, 0.0, -0.7], [1.0, 2.0, 0.2], [0.6, 0.6, 0.8], [1.6, 0.3, -2.3], [-0.6, -1.6, 1.7], [0.1, -0.1, 0.9], [-0.2, 0.8, -0.4], [-0.6, 1.3, 0.5], [0.7, 0.4, 0.5], [1.0, -1.7, -0.1], [-2.5, -0.6, -0.1], [-0.5, -0.5, -1.1], [-2.1, 2.4, 0.8], [0.3, -0.3, -0.2], [-2.2, -0.9, 0.3], [-1.0, 0.5, 0.3], [0.5, 1.7, -1.0], [0.3, -0.5, -0.5], [0.3, -1.0, -0.5], [-0.4, -0.2, 0.5], [1.0, 0.4, -0.4], [-0.8, 0.3, 0.2], [0.8, -0.1, -0.4], [0.7, 0.3, 0.8]], "de_lowest_kj_mol": 372.34, "molar_mass_g_mol": 190.39, "gap_ha": [0.26816, 0.23641], "lumo_ev": [0.2, 0.0]}

***

Entry 2:
{"formula": "C7H18N3O11V", "method": "ωB97M-V/def2-TZVPD", "species": ["O", "V", "O", "O", "C", "C", "O", "H", "H", "H", "H", "C", "C", "O", "H", "H", "H", "H", "H", "C", "N", "O", "O", "H", "H", "H", "C", "N", "O", "O", "H", "H", "H", "C", "N", "O", "O", "H", "H", "H"], "positions_angstrom": [[-1.7270, 0.9516, 1.7018], [-0.3113, 0.7684, 0.8612], [0.5394, -0.5145, 1.4196], [0.4730, 4.1440, -2.1570], [1.4951, 5.0658, -1.9235], [2.5565, 5.0079, -0.7931], [2.2481, 4.2658, 0.3969], [1.0001, 6.0272, -1.7866], [2.0933, 5.2995, -2.8042], [2.9573, 5.9721, -0.4804], [3.3053, 4.3719, -1.2652], [-5.4282, -3.6853, -0.7438], [-3.7924, -3.7050, -0.7200], [-3.3380, -2.6613, -1.5065], [-5.8944, -2.7250, -0.5231], [-5.7858, -4.3516, 0.0412], [-5.8853, -4.1040, -1.6404], [-3.5502, -4.6831, -1.1358], [-3.4550, -3.7027, 0.3164], [3.4936, -5.6263, 3.9657], [3.7976, -6.8076, 4.8383], [4.8730, -6.9022, 5.4272], [2.9343, -7.6284, 4.8806], [3.5090, -4.7520, 4.6164], [2.5241, -5.8320, 3.5120], [4.2456, -5.5896, 3.1775], [-3.6362, 7.4443, 1.4471], [-4.6802, 8.4289, 1.7320], [-5.2379, 8.3541, 2.8175], [-4.9664, 9.2817, 0.9022], [-2.7562, 7.9471, 1.0461], [-4.0320, 6.8042, 0.6587], [-3.3763, 6.9141, 2.3633], [3.7529, -3.9459, -3.6738], [3.6601, -2.6831, -4.4977], [2.7329, -1.9015, -4.2726], [4.3073, -2.6597, -5.5204], [2.9994, -4.5974, -4.1164], [3.6223, -3.6386, -2.6362], [4.7329, -4.3516, -3.9249]], "forces_ev_per_angstrom": [[3.1, -0.3, -1.6], [-1.6, -1.3, 2.2], [-1.2, 2.2, -0.8], [2.5, 1.0, 0.9], [-3.4, -0.3, -1.7], [-0.2, -3.6, 4.2], [0.2, 1.6, -2.2], [-0.4, 0.6, 0.8], [0.5, -0.4, -0.7], [-0.1, 0.5, -0.6], [0.6, 0.1, -0.3], [0.9, -0.8, 1.0], [-2.0, 2.4, -2.4], [0.1, -1.1, 1.0], [0.4, 0.3, -0.2], [-0.2, -0.4, 0.5], [0.4, 0.2, -0.5], [0.3, -0.9, -0.1], [0.0, 0.1, 0.7], [0.2, -0.1, 0.0], [1.2, 0.4, 0.0], [-0.7, 0.6, -0.6], [-1.1, -1.3, 0.3], [0.0, 0.0, -0.3], [0.1, 0.3, 0.3], [0.1, 0.2, 0.3], [0.7, -0.4, -0.5], [-1.0, 1.2, 0.7], [0.3, -0.2, -0.3], [0.5, -0.7, 0.1], [-0.2, 0.1, 0.0], [0.1, -0.2, 0.2], [-0.3, 0.0, -0.3], [0.7, 0.9, -0.4], [-2.7, 0.2, -0.8], [1.5, -0.9, 0.5], [1.0, 0.1, -0.1], [-0.2, 0.1, 0.5], [-0.2, -0.5, -0.2], [-0.1, 0.0, 0.4]], "molar_mass_g_mol": 371.18, "gap_ha": 0.09061, "lumo_ev": 2.0, "charge": -2}

***

Asked for E across the records above, the calculation gives -1074.5104 -2212.7771 Eh in order.